Molecular formula: C12H14BCl3N6O2Ru
Method: DFT, the ωB97M-V functional and the def2-TZVPD basis

Cartesian coordinates (Å):
C: -2.7429 0.1832 1.4455
N: -1.6360 0.6560 0.8025
N: -1.7306 2.0428 0.8190
C: -2.8685 2.4071 1.4255
C: -3.5398 1.2701 1.8480
B: -0.6404 2.9131 0.1778
N: 0.7502 2.4741 0.7087
N: 1.1375 1.1407 0.6764
C: 2.4028 1.0727 1.1728
C: 2.8178 2.3699 1.5097
C: 1.7609 3.2122 1.1966
Ru: -0.0635 -0.2798 -0.1672
N: -0.5938 2.4856 -1.3134
N: -0.3052 1.1488 -1.5897
C: -0.3220 1.0167 -2.9394
C: -0.6087 2.2531 -3.5246
C: -0.7831 3.1431 -2.4710
H: -0.1615 0.0493 -3.3787
H: -1.0345 4.1886 -2.4598
H: -0.6857 2.4516 -4.5811
H: -0.8629 4.0792 0.3805
H: 1.6107 4.2801 1.2595
H: -3.0876 3.4590 1.4950
H: 3.7739 2.6568 1.9172
H: -4.4814 1.2415 2.3652
H: 2.9017 0.1120 1.2225
H: -2.9026 -0.8776 1.5386
H: 2.1456 -1.4569 -0.6679
C: 2.3923 -2.0686 0.2184
H: 3.3787 -1.7810 0.6095
H: 1.6116 -1.9409 0.9855
H: 2.4318 -3.1261 -0.0749
Cl: -1.6757 -5.3502 -0.0138
C: -2.1612 -3.7907 -0.6736
Cl: -2.2575 -3.8768 -2.4580
Cl: -3.7039 -3.2609 0.0716
C: -1.1474 -2.6116 -0.2749
O: -0.7081 -2.4471 0.8900
O: -0.8567 -1.7770 -1.2301

Calculated values
Kohn-Sham gap (spin up / spin down) = 8.07 / 4.19 eV
expectation value of S² = 6.06
charge = +4
2S+1 = 5
LUMO (spin up / spin down) = -0.541 / -0.665 Eh
HOMO level (spin up / spin down) = -0.8379 / -0.8185 Ha

Charges in e, computed with natural (NBO), in the same order as the atoms: 0.02 -0.13 -0.29 0.19 -0.01 0.50 -0.29 -0.19 0.02 0.00 0.20 1.22 -0.34 -0.21 0.03 -0.19 0.17 0.27 0.29 0.31 0.06 0.30 0.30 0.31 0.31 0.29 0.28 0.17 -0.86 0.27 0.20 0.29 0.56 -0.28 0.47 0.21 0.74 -0.58 -0.65